ORCA calculation (ωB97M-V/def2-TZVPD) on a cluster of 6 separate species, C56H65ClF4N7O11 in total at a distorted geometry.

Last columns: bonded neighbours and bond lengths (Å).
Element x y z (Å)
1 Cl -7.74479 1.66819 2.02765  C25 1.791
2 F -3.55231 2.33736 2.61640  C48 1.350
3 F -1.69745 0.84295 3.65877  C76 1.341
4 F -5.07710 0.84801 3.05803  C48 1.339
5 F -2.77824 -1.02783 3.15998  C76 1.354
6 O -0.07363 -4.82524 4.01055  N18 1.220
7 O -4.42074 5.79476 -6.84527  N23 1.211
8 O 6.60875 5.64523 -2.49409  N22 1.219
9 O 2.83544 1.50902 -3.84443  N21 1.216
10 O 8.13165 7.10462 -2.07170  N22 1.210
11 O 4.30358 2.36342 -2.52774  N21 1.217
12 O 1.51194 -5.23506 5.40381  N18 1.211
13 O 4.35410 -10.07620 -0.78162  N17 1.213
14 O -5.49906 5.49096 -5.00510  N23 1.214
15 O 2.76346 -9.64883 -2.16766  N17 1.215
16 O -2.60066 -0.68190 -2.64565  N19 1.400, C46 1.318
17 N 3.35104 -9.48253 -1.11778  O13 1.213, O15 1.215, C77 1.473
18 N 0.51071 -4.64383 5.06553  O6 1.220, O12 1.211, C50 1.470
19 N -2.91255 -0.29307 -1.33730  O16 1.400, C49 1.341, C59 1.341
20 N -0.51205 -1.95440 -2.90097  C46 1.148
21 N 3.46886 2.45142 -3.40848  O9 1.216, O11 1.217, C44 1.469
22 N 7.49193 6.11481 -1.79707  O8 1.219, O10 1.210, C70 1.471
23 N -4.68156 5.16769 -5.84261  O7 1.211, O14 1.214, C57 1.475
24 C 2.51969 3.04776 0.74409  C61 1.545, C73 1.547, H83 1.093, H121 1.095
25 C -6.75989 1.32364 0.57251  Cl1 1.791, C33 1.528, C72 1.564, H130 1.090
26 C -1.73139 -2.05072 6.52308  C29 1.389, C30 1.385, H114 1.082
27 C 2.09605 3.86361 3.12052  C61 1.544, H109 1.091, H131 1.089, H138 1.091
28 C 2.68115 6.28111 -4.97964  C32 1.388, C62 1.391, H108 1.082
29 C -1.08903 -1.78932 7.72680  C26 1.389, C78 1.388, H85 1.082
30 C -1.20577 -2.97998 5.64047  C26 1.385, C50 1.383, H140 1.080
31 C 2.93077 -7.32295 1.89504  C66 1.388, C69 1.386, H106 1.081
32 C 3.64720 6.12085 -3.99550  C28 1.388, C67 1.386, H80 1.081
33 C -7.69732 1.43632 -0.62922  C25 1.528, H112 1.090, H136 1.090, H141 1.090
34 C 8.75485 5.94942 0.30617  C35 1.386, C70 1.383, H133 1.080
35 C 9.01596 5.30672 1.50558  C34 1.386, C37 1.389, H111 1.081
36 C -2.99073 3.51319 -6.53457  C57 1.382, C68 1.387, H87 1.080
37 C 8.31577 4.15687 1.84653  C35 1.389, C54 1.389, H125 1.082
38 C -4.61531 0.00330 0.28754  C49 1.411, C56 1.395, C72 1.518
39 C -2.46018 -4.33431 0.82684  C58 1.543, C71 1.547, H103 1.093, H129 1.091
40 C 2.02971 -0.71672 -0.37984  C55 1.564, C74 1.527, H101 1.095, H120 1.090
41 C 1.12139 -6.89093 0.36650  C42 1.386, C66 1.389, H97 1.083
42 C 1.64285 -7.81570 -0.52375  C41 1.386, C77 1.382, H139 1.080
43 C 0.61763 -3.39029 7.17684  C50 1.383, C78 1.386, H81 1.080
44 C 3.19925 3.78213 -3.96862  N21 1.469, C52 1.385, C67 1.381
45 C -2.32477 0.64041 0.69391  C56 1.399, C59 1.355, H102 1.080
46 C -1.43535 -1.28625 -2.75994  O16 1.318, N20 1.148
47 C -5.24461 -2.62155 -1.40319  C51 1.557, C79 1.549, H115 1.089, H127 1.089
48 C -3.84238 1.01981 2.56942  F2 1.350, F4 1.339, C56 1.523, C76 1.564
49 C -4.19461 -0.45460 -0.97860  N19 1.341, C38 1.411, C51 1.494
50 C -0.03989 -3.63878 5.98608  N18 1.470, C30 1.383, C43 1.383
51 C -5.11049 -1.16036 -1.92483  C47 1.557, C49 1.494, H95 1.085, H143 1.085
52 C 2.23631 3.91783 -4.95439  C44 1.385, C62 1.385, H137 1.080
53 C 7.08322 4.27742 -0.21390  C54 1.385, C70 1.384, H118 1.081
54 C 7.35402 3.64172 0.98658  C37 1.389, C53 1.385, H116 1.082
55 C 2.38221 0.80614 -0.34034  C40 1.564, C73 1.533, H86 1.087, H91 1.098
56 C -3.64392 0.52204 1.14383  C38 1.395, C45 1.399, C48 1.523
57 C -3.94714 3.90873 -5.61863  N23 1.475, C36 1.382, C64 1.381
58 C -3.63659 -3.40453 0.46199  C39 1.543, C79 1.540, H82 1.095, H93 1.095
59 C -1.96841 0.24480 -0.55209  N19 1.341, C45 1.355, H113 1.083
60 C 1.13958 -2.84920 0.59816  C63 1.542, C74 1.554, H132 1.090, H142 1.094
61 C 3.10972 3.80021 1.95778  C24 1.545, C27 1.544, H98 1.087, H123 1.091
62 C 1.97836 5.18093 -5.45950  C28 1.391, C52 1.385, H99 1.082
63 C -0.36552 -3.00856 0.30311  C60 1.542, C71 1.541, H122 1.092, H135 1.101
64 C -4.24451 3.15568 -4.49986  C57 1.381, C65 1.385, H124 1.080
65 C -3.56526 1.96502 -4.29929  C64 1.385, C75 1.390, H128 1.081
66 C 1.76180 -6.64603 1.57451  C31 1.388, C41 1.389, H96 1.082
67 C 3.91090 4.86141 -3.48173  C32 1.386, C44 1.381, H100 1.075
68 C -2.31495 2.32047 -6.32485  C36 1.387, C75 1.388, H94 1.081
69 C 3.45933 -8.25212 1.01225  C31 1.386, C77 1.383, H119 1.080
70 C 7.78795 5.42545 -0.53186  N22 1.471, C34 1.383, C53 1.384
71 C -1.20450 -3.65577 1.42237  C39 1.547, C63 1.541, H90 1.083, H105 1.091
72 C -6.07988 -0.08116 0.67697  C25 1.564, C38 1.518, H104 1.084, H117 1.082
73 C 2.38932 1.52913 1.01133  C24 1.547, C55 1.533, H110 1.090, H126 1.091
74 C 1.66924 -1.42475 0.92391  C40 1.527, C60 1.554, H84 1.091, H89 1.093
75 C -2.60362 1.54498 -5.21041  C65 1.390, C68 1.388, H134 1.083
76 C -2.90121 0.25994 3.56085  F3 1.341, F5 1.354, C48 1.564, H88 1.094
77 C 2.80341 -8.48476 -0.18256  N17 1.473, C42 1.382, C69 1.383
78 C 0.08533 -2.45562 8.05056  C29 1.388, C43 1.386, H107 1.081
79 C -3.91361 -3.33163 -1.05153  C47 1.549, C58 1.540, H92 1.090, H144 1.092
80 H 4.19782 6.97440 -3.62558  C32 1.081
81 H 1.52830 -3.91556 7.42384  C43 1.080
82 H -4.53537 -3.83231 0.91898  C58 1.095
83 H 3.14623 3.20995 -0.13676  C24 1.093
84 H 2.57695 -1.57114 1.51189  C74 1.091
85 H -1.50629 -1.06714 8.41605  C29 1.082
86 H 3.34473 0.96373 -0.82059  C55 1.087
87 H -2.77443 4.12133 -7.40052  C36 1.080
88 H -3.38352 0.27072 4.54285  C76 1.094
89 H 0.91942 -0.88793 1.51126  C74 1.093
90 H -0.59507 -4.43484 1.86348  C71 1.083
91 H 1.65581 1.32720 -0.97818  C55 1.098
92 H -3.99347 -4.35910 -1.40566  C79 1.090
93 H -3.52360 -2.41379 0.91526  C58 1.095
94 H -1.56593 1.99504 -7.03323  C68 1.081
95 H -4.78992 -1.12574 -2.96100  C51 1.085
96 H 1.34614 -5.92692 2.26762  C66 1.082
97 H 0.21052 -6.36082 0.11801  C41 1.083
98 H 3.43161 4.79719 1.66638  C61 1.087
99 H 1.22898 5.30945 -6.22869  C62 1.082
100 H 4.65751 4.73160 -2.71888  C67 1.075
101 H 1.19684 -0.85646 -1.07608  C40 1.095
102 H -1.56695 1.06911 1.33342  C45 1.080
103 H -2.17629 -4.87107 -0.08180  C39 1.093
104 H -6.20845 -0.48243 1.67574  C72 1.084
105 H -1.49839 -2.93377 2.18544  C71 1.091
106 H 3.42853 -7.12924 2.83529  C31 1.081
107 H 0.58504 -2.25083 8.98694  C78 1.081
108 H 2.47426 7.26646 -5.37611  C28 1.082
109 H 2.06402 4.86628 3.54856  C27 1.091
110 H 1.46414 1.38390 1.56841  C73 1.090
111 H 9.76560 5.70475 2.17523  C35 1.081
112 H -7.99690 2.47561 -0.76561  C33 1.090
113 H -0.95407 0.36812 -0.91094  C59 1.083
114 H -2.64863 -1.53334 6.27494  C26 1.082
115 H -5.84743 -2.61671 -0.49586  C47 1.089
116 H 6.81320 2.74342 1.25160  C54 1.082
117 H -6.64148 -0.73149 0.01931  C72 1.082
118 H 6.33659 3.88017 -0.88713  C53 1.081
119 H 4.36657 -8.78549 1.25423  C69 1.080
120 H 2.88695 -1.20589 -0.84336  C40 1.090
121 H 1.53087 3.46600 0.52840  C24 1.095
122 H -0.48280 -3.61884 -0.59460  C63 1.092
123 H 3.95084 3.19426 2.29811  C61 1.091
124 H -4.99327 3.49037 -3.79698  C64 1.080
125 H 8.52083 3.66023 2.78576  C37 1.082
126 H 3.23751 1.18060 1.60314  C73 1.091
127 H -5.78833 -3.22226 -2.13078  C47 1.089
128 H -3.79244 1.36364 -3.42990  C65 1.081
129 H -2.79931 -5.07901 1.54852  C39 1.091
130 H -6.00868 2.10827 0.47804  C25 1.090
131 H 2.33810 3.16555 3.92000  C27 1.089
132 H 1.46899 -3.56323 1.35342  C60 1.090
133 H 9.29555 6.84355 0.03344  C34 1.080
134 H -2.07670 0.61130 -5.05769  C75 1.083
135 H -0.78593 -2.02724 0.03459  C63 1.101
136 H -8.61507 0.88742 -0.41836  C33 1.090
137 H 1.69778 3.05770 -5.32378  C52 1.080
138 H 1.08734 3.64224 2.76932  C27 1.091
139 H 1.15175 -8.01218 -1.46521  C42 1.080
140 H -1.70080 -3.19032 4.70384  C30 1.080
141 H -7.23961 1.10823 -1.56220  C33 1.090
142 H 1.65425 -3.12466 -0.32721  C60 1.094
143 H -6.10202 -0.72029 -1.89647  C51 1.085
144 H -3.03941 -2.89017 -1.53567  C79 1.092

Multiplicity: 1
Charge: +1
Gap between HOMO and LUMO in eV: 6.53
DFT total energy in Eh: -4242.6820

Here are the Mulliken charges for atoms 1 to 6, given in e: -0.173, -0.306, -0.239, -0.304, -0.224, -0.568